127
Properties=species:S:1:pos:R:3:lowdin_charge:R:1 method="wB97M-V/def2-TZVPD" energy_ha=-4110.862290 total_charge=-1 spin_multiplicity=1 gap_ev=3.5
C -5.70413 -2.95509 1.67755 -0.109
C -4.93833 -3.00394 3.14233 -0.264
O -3.91499 -4.06089 3.14949 -0.247
C -2.60851 -3.49686 2.67341 -0.167
C -1.63127 -4.79021 2.41502 -0.128
O -0.55955 -4.57425 1.43075 -0.206
N 0.23187 -3.53605 1.75174 -0.129
C 0.06281 -2.35491 0.82203 -0.114
C -0.44623 -2.91032 -0.65370 -0.408
O 0.23033 -3.80654 -1.40466 -0.169
O -1.70893 -2.36862 -1.24943 -0.289
H -4.98611 -2.56539 0.81060 0.090
H -6.60429 -2.20827 1.78348 0.071
H -6.05268 -4.04147 1.36451 0.088
H -4.37405 -1.98586 3.39973 0.127
H -5.73178 -3.28211 3.97735 0.122
H -2.80031 -2.82422 1.73358 0.126
H -2.12704 -2.78972 3.50062 0.128
H -1.27126 -5.19958 3.45627 0.133
H -2.33000 -5.64430 1.95996 0.138
H 0.17694 -3.27599 2.76066 0.115
H -0.79251 -1.66228 1.25251 0.108
H 1.01629 -1.67374 0.72133 0.118
O 0.20581 2.50544 1.12459 -0.219
P 1.02186 3.59638 0.38874 0.726
O -0.30637 4.38673 -0.20057 -0.234
C -1.03185 5.21567 0.68866 -0.307
C -0.28452 6.50466 0.97008 -0.082
O 1.33482 2.67932 -0.96489 -0.231
C 1.39903 1.26534 -0.88071 -0.304
C 0.06583 0.65258 -1.27262 -0.055
O 1.93361 4.81526 -0.43340 -0.217
C 3.16534 5.13934 0.19447 -0.324
C 4.11019 3.95301 0.24039 -0.078
H -1.24519 4.67764 1.61830 0.107
H -1.98934 5.44652 0.21232 0.118
H 0.62227 6.30870 1.55029 0.059
H -0.90958 7.19865 1.54060 0.071
H 0.02538 6.98907 0.03897 0.083
H 1.71762 0.94341 0.11648 0.099
H 2.16954 0.92846 -1.58136 0.096
H -0.76226 1.07151 -0.69493 0.080
H 0.07836 -0.43173 -1.12776 0.047
H -0.15546 0.86115 -2.32449 0.084
H 2.96565 5.51201 1.20393 0.101
H 3.62166 5.95249 -0.37830 0.120
H 3.71333 3.15718 0.87867 0.072
H 5.08500 4.25154 0.63720 0.082
H 4.24760 3.52661 -0.75789 0.069
O 0.71843 -9.17824 -0.69999 -0.230
P -0.24014 -9.00053 -1.90295 0.733
O -1.39427 -8.18891 -1.03960 -0.236
C -1.16000 -6.82515 -0.74047 -0.292
C -1.34514 -5.95465 -1.96813 -0.079
O -0.92362 -10.51430 -1.79060 -0.237
C -0.19188 -11.59870 -1.24363 -0.321
C -0.53626 -11.78029 0.22432 -0.082
O -1.31113 -8.80197 -3.24699 -0.209
C -0.65295 -8.68904 -4.50017 -0.323
C 0.13049 -9.94144 -4.84647 -0.094
H -0.15730 -6.69716 -0.31925 0.110
H -1.88183 -6.53042 0.02705 0.099
H -0.56040 -6.15101 -2.70497 0.064
H -1.30302 -4.89404 -1.70137 0.037
H -2.30396 -6.16099 -2.45366 0.082
H 0.88448 -11.46518 -1.39579 0.100
H -0.47820 -12.50022 -1.79443 0.109
H -0.40591 -10.85541 0.79229 0.073
H 0.08637 -12.55777 0.67678 0.071
H -1.58727 -12.06587 0.33717 0.075
H 0.00600 -7.81543 -4.48121 0.107
H -1.42096 -8.51252 -5.25945 0.121
H 0.95991 -10.09345 -4.14846 0.066
H 0.54574 -9.86972 -5.85605 0.076
H -0.50763 -10.82825 -4.78616 0.083
O 7.67660 1.58316 -5.17621 -0.237
P 6.65583 0.54442 -4.65029 0.730
O 6.11314 1.49971 -3.41375 -0.233
C 5.21703 2.54849 -3.73195 -0.302
C 3.83215 2.01257 -4.03871 -0.068
O 7.75918 -0.33332 -3.76515 -0.230
C 9.12394 -0.37391 -4.14768 -0.314
C 9.92243 0.65213 -3.36274 -0.080
O 5.51535 -0.61615 -4.06268 -0.200
C 4.96865 -1.45286 -5.07136 -0.314
C 6.03115 -2.30157 -5.74444 -0.087
H 5.60356 3.13423 -4.57262 0.106
H 5.16687 3.21042 -2.86229 0.102
H 3.83501 1.44160 -4.97214 0.062
H 3.11387 2.83164 -4.14365 0.087
H 3.48901 1.33835 -3.24793 0.069
H 9.23513 -0.23619 -5.22851 0.102
H 9.50070 -1.37551 -3.91758 0.114
H 9.49223 1.65382 -3.44346 0.071
H 10.95862 0.68871 -3.71179 0.074
H 9.92235 0.40153 -2.29685 0.077
H 4.44754 -0.83287 -5.80745 0.105
H 4.22683 -2.10047 -4.59407 0.131
H 6.73882 -1.67916 -6.30127 0.065
H 5.57467 -3.00630 -6.44573 0.081
H 6.60904 -2.86125 -5.00279 0.088
O -3.35101 7.77475 3.93364 -0.230
P -4.68357 7.80928 4.72143 0.731
O -5.62840 8.03411 3.38245 -0.236
C -5.88748 6.91188 2.55924 -0.304
C -6.88480 5.97301 3.20968 -0.083
O -4.56832 9.40971 5.16483 -0.231
C -3.30146 10.02974 5.31036 -0.313
C -2.93088 10.77662 4.04098 -0.077
O -6.17243 7.84787 5.60161 -0.210
C -6.17280 7.04712 6.77431 -0.321
C -5.14469 7.51857 7.78572 -0.086
H -4.95353 6.38911 2.32754 0.107
H -6.30018 7.28586 1.61754 0.120
H -6.44950 5.49583 4.09292 0.060
H -7.18765 5.18552 2.51258 0.081
H -7.77539 6.51592 3.54095 0.084
H -2.53488 9.29991 5.59183 0.103
H -3.37673 10.74220 6.13790 0.113
H -2.98642 10.13468 3.15792 0.071
H -1.91857 11.18542 4.11152 0.076
H -3.62874 11.60211 3.86646 0.077
H -5.98960 6.00459 6.49621 0.106
H -7.17428 7.10586 7.21144 0.123
H -4.12719 7.38986 7.40312 0.069
H -5.23118 6.95078 8.71683 0.081
H -5.27414 8.58284 8.00439 0.087